A | 12
Properties=species:S:1:pos:R:3:lowdin_charge:R:1 method="wB97M-V/def2-TZVPD" homo_ev=-9.8 smiles="[H]/N=C(/C)F.N" gap_ev=10.66
C 1.94 0.54 -0.40 0.01
C 0.71 0.02 -1.07 -0.40
N -0.19 -0.51 -0.35 0.14
N -1.65 0.05 2.10 0.00
F 0.65 0.01 -2.48 0.02
H 2.71 0.05 -0.90 0.07
H 1.88 1.54 -0.52 0.05
H 1.75 0.15 0.63 0.11
H -1.01 -0.89 -0.78 0.07
H -2.52 -0.18 1.54 0.03
H -0.90 -0.11 1.50 -0.09
H -1.78 1.06 2.09 0.00

B | 12
Properties=species:S:1:pos:R:3:lowdin_charge:R:1 method="wB97M-V/def2-TZVPD" homo_ev=-9.4 smiles=CC(N)(N)F gap_ev=10.49
C -0.77 1.17 -0.56 0.04
C 0.29 -0.29 -0.27 -0.59
N -0.54 -1.23 0.37 0.10
N 1.24 0.01 0.69 0.10
F 0.70 -0.61 -1.57 -0.01
H -1.77 0.98 -0.59 0.01
H -0.74 1.76 0.31 0.03
H -0.27 1.73 -1.30 0.03
H -0.08 -1.86 0.95 0.06
H -1.50 -1.34 0.34 0.07
H 1.35 -0.63 1.44 0.07
H 2.09 0.29 0.21 0.10

In terms of stability, A leads; the second structure lies 50.7 kJ/mol higher.

A | 12
Properties=species:S:1:pos:R:3:lowdin_charge:R:1 method="wB97M-V/def2-TZVPD" homo_ev=-9.1 gap_ev=9.56
C 1.21 -0.08 0.10 -0.76
C -1.40 0.49 0.39 -0.37
H 3.17 -0.29 -0.52 0.15
H 2.27 -1.80 -0.04 0.04
H 2.32 1.47 -0.21 0.08
H -0.65 1.40 0.75 0.11
H -4.26 -0.42 -0.32 0.16
N 2.39 -0.84 0.05 0.02
N 1.20 1.28 -0.16 -0.03
N -2.70 0.59 0.02 -0.09
O -3.24 -0.74 -0.18 -0.19
S -0.32 -1.07 0.12 0.87

B | 12
Properties=species:S:1:pos:R:3:lowdin_charge:R:1 method="wB97M-V/def2-TZVPD" homo_ev=-9.8 smiles="[H]/N=C(/N)SC(N)=O" gap_ev=10.25
C 1.20 -0.51 0.64 -0.85
C -1.10 0.16 -0.97 -0.82
H 2.21 -0.68 2.21 0.17
H 1.76 0.91 1.76 0.03
H 0.26 -1.89 -0.24 0.05
H -1.98 1.92 -0.72 0.08
H -2.77 0.75 -1.85 0.13
N 2.22 0.09 1.37 0.00
N 0.98 -1.71 0.50 0.11
N -1.97 1.12 -1.32 0.10
O -1.18 -1.04 -1.18 -0.01
S 0.36 0.87 -0.18 1.00

In terms of stability, B leads; the second structure lies 385.2 kJ/mol higher.

A | 15
Properties=species:S:1:pos:R:3:lowdin_charge:R:1 method="wB97M-V/def2-TZVPD" total_charge=+1 homo_ev=-13.9 smiles="C[NH2+]C(C)=C=C=O" gap_ev=8.76
C 1.58 -0.04 0.22 0.05
C 2.80 -0.26 0.03 -0.15
C 0.37 0.43 0.23 -0.22
C -0.28 1.73 -0.16 0.03
C -1.15 -1.27 -0.44 0.03
N -0.61 -0.59 0.76 0.06
O 3.92 -0.42 -0.15 0.26
H -0.60 1.79 -1.15 0.08
H -1.20 1.72 0.38 0.08
H 0.26 2.68 -0.14 0.12
H -1.17 -2.30 -0.27 0.09
H -2.12 -0.78 -0.69 0.14
H -0.38 -1.24 -1.15 0.10
H -0.03 -1.25 1.25 0.17
H -1.39 -0.20 1.28 0.18

B | 15
Properties=species:S:1:pos:R:3:lowdin_charge:R:1 method="wB97M-V/def2-TZVPD" total_charge=+1 homo_ev=-13.9 smiles="C[NH2+]C(C)=C=C=O" gap_ev=8.42
C -0.22 2.36 0.28 0.06
C -0.42 3.41 0.94 -0.10
C 0.02 1.27 -0.40 -0.29
C 1.14 0.85 -1.10 -0.02
C -0.72 -0.36 1.32 0.01
N -0.82 0.04 -0.12 0.05
O -0.51 4.50 1.49 0.18
H 1.78 0.12 -0.45 0.16
H 0.70 0.42 -2.00 0.12
H 1.73 1.75 -1.27 0.12
H -0.93 0.50 1.92 0.09
H -1.40 -1.16 1.67 0.12
H 0.31 -0.81 1.38 0.13
H -1.82 0.22 -0.16 0.18
H -0.57 -0.79 -0.66 0.18

In terms of stability, A leads; the second structure lies 33.9 kJ/mol higher.

A | 15
Properties=species:S:1:pos:R:3:lowdin_charge:R:1 method="wB97M-V/def2-TZVPD" total_charge=+1 homo_ev="-15.0 / -15.0" gap_ev="7.96 / 7.96"
C 1.11 0.22 -1.69 -0.09
C 0.63 0.48 -0.38 0.17
C -2.12 -0.78 1.20 -0.07
C 0.07 0.51 0.75 -0.01
C -0.63 -0.60 1.61 -0.17
N 2.12 0.45 -2.52 0.07
O 2.89 1.56 -2.28 0.06
H 0.44 -0.62 -2.25 0.21
H -2.21 -0.67 0.10 0.08
H -2.67 -0.15 1.83 0.06
H -2.38 -1.92 1.24 0.13
H 3.51 1.70 -3.00 0.13
H -0.10 1.53 1.26 0.20
H -0.67 -0.27 2.66 0.12
H 0.02 -1.46 1.47 0.11

B | 15
Properties=species:S:1:pos:R:3:lowdin_charge:R:1 method="wB97M-V/def2-TZVPD" total_charge=+1 homo_ev=-14.2 gap_ev=10.01
C 1.58 -0.01 -1.18 0.07
C -0.73 -0.67 -0.47 -0.10
C -1.90 -0.19 -0.35 -0.08
C -2.45 0.50 0.92 -0.07
C 2.79 0.23 0.91 -0.04
N 2.38 0.40 -0.41 0.04
O 0.36 -1.15 -0.58 0.15
H 1.67 0.15 -2.27 0.17
H -2.58 -0.32 -1.19 0.15
H -3.25 -0.28 1.38 0.14
H -2.91 1.53 0.59 0.12
H -1.77 0.75 1.79 0.09
H 3.85 -0.14 0.70 0.15
H 2.06 -0.52 1.31 0.11
H 2.82 1.14 1.51 0.11

C | 15
Properties=species:S:1:pos:R:3:lowdin_charge:R:1 method="wB97M-V/def2-TZVPD" total_charge=+1 homo_ev=-14.3 gap_ev=9.19
C 0.98 1.05 1.17 0.07
C -1.09 -1.68 0.60 0.16
C -1.74 0.53 -0.30 -0.21
C 1.43 0.40 0.24 -0.20
C 1.92 -0.10 -1.02 -0.09
N -1.29 -0.48 0.24 0.10
O -1.38 1.73 -0.19 0.15
H -0.65 1.95 0.52 0.15
H 0.63 1.40 2.14 0.08
H -0.57 -2.47 0.06 0.13
H -1.59 -2.00 1.54 0.14
H -2.65 0.31 -0.87 0.19
H 2.09 0.82 -1.62 0.10
H 1.03 -0.68 -1.41 0.09
H 2.88 -0.79 -1.12 0.14

In terms of stability, C leads; the second structure lies 11.2 kJ/mol higher.

A | 15
Properties=species:S:1:pos:R:3:lowdin_charge:R:1 method="wB97M-V/def2-TZVPD" homo_ev=-9.1 smiles="CN1C[C@@]12N=CSC2=O" gap_ev=9.73
C -2.32 1.22 -0.26 -0.45
C -0.29 0.54 0.20 -0.45
C -1.02 -0.76 0.24 -0.65
C 0.88 0.50 1.20 0.00
C 1.60 -0.84 -0.87 -0.07
N -1.13 1.58 -0.10 0.07
N 1.08 0.34 -0.19 -0.05
O -0.59 -1.87 0.33 0.02
S -2.69 -0.49 -0.24 1.05
H -3.02 2.03 -0.43 0.08
H 1.17 1.39 1.57 0.08
H 0.96 -0.29 1.83 0.09
H 1.38 -1.87 -0.40 0.11
H 1.40 -0.62 -1.95 0.12
H 2.61 -0.85 -0.93 0.03

B | 15
Properties=species:S:1:pos:R:3:lowdin_charge:R:1 method="wB97M-V/def2-TZVPD" homo_ev=-8.2 smiles="Nc1cscc1NC=O" gap_ev=8.89
C 1.23 1.42 0.20 -0.38
C 2.05 -0.90 0.31 -0.37
C 0.30 0.56 -0.26 -0.29
C 0.74 -0.81 -0.16 -0.36
C -2.03 1.22 0.36 -0.34
N -1.12 0.68 -0.54 0.06
N -0.03 -1.91 -0.58 0.10
O -1.78 1.63 1.48 0.03
S 2.64 0.66 0.69 1.00
H 1.25 2.48 0.26 0.07
H 2.45 -1.84 0.71 0.08
H -3.11 0.93 0.06 0.14
H -1.50 0.27 -1.38 0.12
H -0.92 -1.76 -1.13 0.11
H -0.14 -2.63 -0.01 0.03

In terms of stability, B leads; the second structure lies 168.2 kJ/mol higher.

A | 61
Properties=species:S:1:pos:R:3:lowdin_charge:R:1 method="wB97M-V/def2-TZVPD" homo_ev="-7.3 / -7.3" gap_ev="7.05 / 7.05" multiplicity=2
Yb -0.60 0.33 -0.38 1.69
O -1.12 -2.86 2.68 0.02
C -1.12 -2.08 1.73 -0.50
N -0.33 -1.06 1.44 -0.03
C 0.66 -0.65 2.35 -0.23
C 1.24 -1.47 3.29 -0.05
C 2.21 -0.97 4.13 -0.11
C 2.61 0.35 4.09 -0.10
C 1.94 1.21 3.23 -0.05
C 1.00 0.74 2.31 -0.19
N 0.34 1.55 1.34 -0.01
C 0.51 2.86 1.23 -0.52
O 1.31 3.61 1.80 0.01
C -0.34 3.48 0.20 -0.14
C -0.41 4.88 -0.02 0.02
C -1.25 5.31 -0.99 -0.05
C -2.12 4.44 -1.67 -0.02
C -1.95 3.08 -1.45 -0.13
N -1.08 2.62 -0.57 -0.02
C -2.21 -2.31 0.71 -0.17
C -3.09 -3.38 0.89 0.01
C -4.24 -3.42 0.09 -0.05
C -4.43 -2.39 -0.85 -0.03
C -3.36 -1.50 -1.12 -0.13
N -2.34 -1.41 -0.31 0.02
H 0.97 -2.54 3.32 0.11
H 2.67 -1.70 4.83 0.11
H 3.35 0.81 4.79 0.11
H 2.14 2.24 2.98 0.08
H 0.22 5.49 0.53 0.10
H -1.33 6.35 -1.18 0.10
H -2.79 4.89 -2.34 0.09
H -2.59 2.36 -1.97 0.11
H -2.96 -3.99 1.75 0.11
H -5.01 -4.16 0.27 0.10
H -5.35 -2.47 -1.53 0.12
H -3.41 -0.81 -1.93 0.09
Br 4.23 0.81 -0.51 0.57
C 4.55 2.12 0.92 -1.04
Br 6.14 3.19 0.63 0.57
H 4.72 1.52 1.86 0.02
H 3.68 2.72 0.99 -0.04
N 0.94 1.25 -2.19 -0.04
N 0.33 0.97 -3.47 0.03
C -0.86 0.19 -3.38 -0.68
O -1.19 -0.57 -4.30 0.00
O -1.65 0.25 -2.33 -0.23
H 1.14 2.27 -2.25 0.11
H 1.84 0.81 -1.97 0.01
H 0.99 0.82 -4.23 0.14
C 1.77 -3.37 0.03 -0.01
N 0.66 -3.55 -0.95 0.07
C 0.21 -2.52 -1.68 -0.58
N -0.55 -2.83 -2.72 0.23
O 0.46 -1.33 -1.40 -0.13
H 1.69 -4.10 0.80 0.08
H 1.82 -2.37 0.41 0.06
H 2.69 -3.51 -0.47 0.07
H 0.58 -4.44 -1.38 0.13
H -0.92 -3.74 -2.87 0.12
H -0.98 -2.06 -3.22 0.06

B | 61
Properties=species:S:1:pos:R:3:lowdin_charge:R:1 method="wB97M-V/def2-TZVPD" homo_ev="-7.0 / -7.0" gap_ev="6.93 / 6.93" multiplicity=2
Yb -14.40 -7.11 -4.10 1.57
O -18.41 -5.09 -4.35 0.02
C -17.36 -5.72 -4.49 -0.50
N -16.41 -6.04 -3.58 -0.05
C -16.60 -5.76 -2.21 -0.23
C -17.84 -5.65 -1.59 -0.03
C -17.91 -5.47 -0.21 -0.10
C -16.75 -5.36 0.53 -0.10
C -15.51 -5.44 -0.10 -0.03
C -15.42 -5.59 -1.48 -0.22
N -14.24 -5.75 -2.23 -0.03
C -13.13 -5.17 -1.77 -0.51
O -12.95 -4.45 -0.78 0.02
C -11.89 -5.53 -2.57 -0.20
C -10.68 -4.98 -2.11 0.01
C -9.54 -5.28 -2.83 -0.06
C -9.58 -6.12 -3.93 -0.05
C -10.82 -6.64 -4.29 -0.19
N -11.95 -6.33 -3.63 0.01
C -17.05 -6.31 -5.86 -0.20
C -18.02 -6.18 -6.81 0.00
C -17.89 -6.86 -8.02 -0.04
C -16.79 -7.65 -8.19 -0.05
C -15.81 -7.70 -7.21 -0.16
N -15.91 -7.01 -6.07 0.01
H -18.71 -5.72 -2.21 0.10
H -18.88 -5.46 0.29 0.10
H -16.74 -5.30 1.60 0.09
H -14.61 -5.36 0.48 0.10
H -10.71 -4.42 -1.19 0.12
H -8.60 -4.87 -2.45 0.11
H -8.65 -6.40 -4.42 0.11
H -10.90 -7.34 -5.10 0.04
H -18.89 -5.60 -6.51 0.12
H -18.67 -6.77 -8.79 0.12
H -16.67 -8.26 -9.06 0.10
H -14.93 -8.32 -7.32 0.07
Br -13.98 -4.14 -5.32 0.74
C -13.28 -4.62 -7.01 -1.00
Br -12.69 -6.46 -7.04 0.73
H -12.42 -3.98 -7.23 0.01
H -14.04 -4.54 -7.78 0.01
N -16.16 -8.83 -3.57 -0.02
N -16.26 -9.74 -4.63 0.02
C -15.09 -9.91 -5.41 -0.72
O -15.06 -10.80 -6.24 0.04
O -14.13 -9.04 -5.20 -0.26
H -15.90 -9.26 -2.68 0.11
H -17.07 -8.43 -3.40 0.09
H -16.64 -10.62 -4.34 0.13
C -11.68 -8.60 -0.49 -0.05
N -11.34 -9.17 -1.78 0.04
C -12.20 -9.12 -2.83 -0.58
N -11.76 -9.58 -4.03 0.18
O -13.35 -8.65 -2.71 -0.12
H -11.57 -9.31 0.31 0.08
H -12.67 -8.22 -0.53 0.07
H -11.03 -7.75 -0.29 0.09
H -10.41 -9.54 -1.97 0.15
H -10.96 -10.20 -4.05 0.11
H -12.47 -9.73 -4.75 0.09

In terms of stability, B leads; the second structure lies 59.6 kJ/mol higher.

A | 9
Properties=species:S:1:pos:R:3:lowdin_charge:R:1 method="wB97M-V/def2-TZVPD" homo_ev="-9.4 / -8.9" gap_ev="7.45 / 6.80"
C 0.47 -0.03 -0.36 -0.47
N 0.34 -0.12 0.96 -0.40
O 0.04 0.76 1.74 0.05
O 0.80 -1.37 1.51 -0.03
S -2.09 1.39 -1.62 0.31
S 0.40 -1.44 -1.31 0.83
H -0.73 1.53 -1.37 -0.29
H 0.75 -1.50 2.49 0.14
H 1.00 -1.13 -2.43 -0.14

B | 9
Properties=species:S:1:pos:R:3:lowdin_charge:R:1 method="wB97M-V/def2-TZVPD" homo_ev=-9.8 smiles="CSN=S(=O)=O" gap_ev=8.31
C -1.70 0.67 0.52 -0.42
N 0.83 -0.48 0.40 -0.35
O 3.00 -1.54 0.01 -0.25
O 1.99 -0.31 -1.84 -0.34
S -0.61 0.43 -0.95 0.77
S 1.93 -0.83 -0.51 0.52
H -1.01 0.14 1.25 0.02
H -2.72 0.26 0.28 0.05
H -1.72 1.66 0.84 -0.01

In terms of stability, B leads; the second structure lies 356.0 kJ/mol higher.